A 2-piece molecular cluster, C27H45ClF9N2O5 overall at a distorted geometry. Source: OMol25; level of theory: wB97M-V/def2-TZVPD.

```
89
C27H45ClF9N2O5 | OMol25 | wB97M-V/def2-TZVPD
C 6.96327 -3.96974 1.86833
C 7.22345 -2.44753 1.22933
C 6.17364 -2.32701 -0.04222
C 5.55011 -0.80432 -0.08013
C 3.97354 -0.93295 -0.60238
C 2.94805 -0.48925 0.64190
C 1.55173 0.18618 0.08123
C 0.80419 1.16696 1.21229
Cl 0.51364 0.32959 2.84137
N -0.39789 1.87039 0.62612
C -1.33588 0.99942 -0.17616
C -2.34893 0.22858 0.85654
C -3.67315 -0.44515 0.16818
C -3.73046 -2.09837 0.27260
C -3.82068 -2.67111 1.80666
C -5.10654 -3.71257 2.01196
C -5.94088 -3.15937 3.31604
C -2.19476 2.05403 -1.15070
C -3.22917 2.99896 -0.25689
C -3.27549 4.57840 -0.80521
F -4.72668 4.97613 -0.66771
F -2.95949 4.70494 -2.24635
C -2.43754 5.58448 0.18298
F -3.11085 5.48789 1.53245
F -1.03759 5.07341 0.43071
C -2.49121 7.16981 -0.22980
F -3.87549 7.75413 -0.22116
F -1.75828 7.90703 0.86641
C -1.72310 7.55588 -1.62454
F -2.68462 7.61905 -2.77364
F -1.22971 8.97280 -1.45294
F -0.52355 6.74413 -1.93144
C -0.61829 -0.09144 -1.16227
C -0.19486 0.49040 -2.64678
C -1.33367 0.09950 -3.79977
O -1.97523 1.02492 -4.53309
O -1.68219 -1.34106 -3.97858
N 0.60612 -0.77371 -0.59616
C 0.29171 -2.00221 0.21181
C 0.87550 -3.37100 -0.55138
C 1.22449 -4.47876 0.65001
O 0.20064 -5.08213 1.31537
O 2.63237 -4.78603 1.01796
H 6.45885 -4.66632 1.05237
H 7.98421 -4.47529 2.14387
H 6.25520 -3.87262 2.81647
H 6.95080 -1.68848 2.08616
H 8.34078 -2.29127 0.88347
H 5.29745 -3.11712 0.05080
H 6.70436 -2.53355 -1.07833
H 5.61952 -0.28628 0.98580
H 6.22757 -0.18617 -0.82883
H 3.83602 -0.11421 -1.44674
H 3.70172 -2.01031 -0.96962
H 2.79612 -1.35776 1.41071
H 3.54931 0.35999 1.22699
H 1.89932 0.95153 -0.76750
H 1.61004 2.02222 1.42571
H -0.05300 2.72485 0.12604
H -0.96167 2.23441 1.45189
H -2.75460 1.00235 1.66999
H -1.80055 -0.61297 1.49119
H -3.84198 -0.18557 -0.95991
H -4.63871 -0.05490 0.74557
H -2.89207 -2.62889 -0.39085
H -4.75733 -2.40418 -0.25392
H -2.86061 -3.32428 2.07755
H -3.92945 -1.80466 2.61566
H -5.85142 -3.71055 1.10563
H -4.77232 -4.82706 2.17414
H -5.31345 -3.41386 4.28186
H -6.04932 -1.99453 3.18745
H -6.99958 -3.65960 3.36451
H -2.86296 1.50598 -1.93935
H -1.39650 2.78449 -1.59649
H -4.34757 2.58527 -0.28122
H -2.91056 3.02356 0.86872
H -1.40934 -0.95968 -1.37720
H 0.77670 -0.12676 -2.96370
H 0.11003 1.61964 -2.65871
H -2.62316 -1.51356 -3.63030
H -0.87828 -2.20955 0.32743
H 0.72886 -2.03582 1.29385
H 1.81547 -3.08206 -1.18574
H -0.02648 -3.79571 -1.16721
H 3.15108 -3.94171 0.84873
O 5.92976 0.43398 -2.88891
H 5.62387 1.16430 -3.44745
H 6.44764 -0.12061 -3.49158
```

Computed properties:
Net charge: +1
Kohn-Sham gap (Ha): 0.332
DFT total energy (eV): -78903.8295
M (g mol⁻¹): 684.10
HOMO (eV): -12.42